Arrangement P

Below is one molecule with the formula C5H7BrO, with properties calculated with ωB97M-V/def2-TZVPD.

XYZ file:
```
14
Properties=species:S:1:pos:R:3:lowdin_charge:R:1
O 1.10 -2.01 -0.38 -0.03
C 0.69 -0.66 -0.16 -0.78
Br 2.42 0.45 0.24 0.60
C 0.08 -0.05 -1.34 -0.13
C -0.81 0.85 -0.96 -0.10
C -0.84 1.08 0.53 -0.11
C -0.25 -0.43 1.01 -0.10
H 1.44 -2.14 0.47 0.05
H 0.32 -0.37 -2.44 0.16
H -1.38 1.48 -1.63 0.10
H -0.15 1.82 0.79 0.07
H -1.71 1.50 0.94 0.08
H 0.15 -0.45 1.98 0.08
H -1.06 -1.06 0.95 0.09
```

As for the structure (SMILES): O[C@@]1(Br)C=CCC1. The gap between HOMO and LUMO is 10.1374 eV.

Arrangement Q

Below is one molecule with the formula C5H7BrO, with properties calculated with ωB97M-V/def2-TZVPD.

XYZ file:
```
14
Properties=species:S:1:pos:R:3:lowdin_charge:R:1
C -0.28 -1.34 -0.83 -0.06
C -0.95 -0.85 0.49 -0.11
C 0.00 1.25 -0.61 -0.13
C 1.54 0.17 0.77 -0.54
C 0.19 -0.08 -0.11 -0.56
O -0.82 2.09 0.04 0.03
Br 3.19 -0.10 -0.05 0.65
H 0.24 -2.29 -0.78 0.10
H -0.91 -1.20 -1.70 0.10
H -2.04 -0.46 0.27 0.13
H -0.84 -1.39 1.47 0.12
H 0.66 1.79 -1.30 0.13
H 1.42 0.76 1.68 0.04
H -1.39 1.66 0.66 0.08
```

The gap between HOMO and LUMO (spin up / spin down) is 7.4460 / 8.2919 eV.

Short version: arrangement P is the most stable of them.

Arrangement P

Below is one molecule with the formula C5H7BrO, with properties calculated with ωB97M-V/def2-TZVPD.

XYZ file:
```
14
Properties=species:S:1:pos:R:3:lowdin_charge:R:1
C -0.79 0.98 -0.30 -0.12
C -0.35 0.81 -1.55 -0.13
C -0.52 0.01 0.75 -0.14
C 0.49 -1.29 -1.05 -0.61
C 0.57 0.29 1.73 -0.11
O 0.43 -0.25 -1.92 -0.16
Br -0.65 -2.77 -1.45 0.64
H -1.39 1.85 -0.08 0.11
H -0.51 1.49 -2.37 0.12
H -1.32 -0.64 1.06 0.10
H 1.49 -1.62 -0.79 0.06
H 0.73 -0.55 2.40 0.07
H 0.31 1.16 2.34 0.08
H 1.51 0.52 1.23 0.08
```

The gap between HOMO and LUMO (spin up / spin down) is 8.4056 / 8.4913 eV.

Arrangement Q

Below is one molecule with the formula C5H7BrO, with properties calculated with ωB97M-V/def2-TZVPD.

XYZ file:
```
14
Properties=species:S:1:pos:R:3:lowdin_charge:R:1
C 1.25 0.74 0.84 -0.04
C -0.06 0.86 0.06 -0.33
C -1.19 -0.02 0.47 -0.65
Br -3.01 0.73 0.71 0.63
C -0.64 -0.17 -0.89 -0.19
C 0.20 -1.66 -1.14 -0.18
O 0.44 -2.36 -0.23 0.07
H 1.65 -0.22 0.70 0.04
H 1.09 0.85 1.92 0.09
H 2.04 1.47 0.59 0.08
H -0.37 1.83 -0.17 0.10
H -0.72 -0.72 1.11 0.09
H -1.24 0.44 -1.70 0.16
H 0.59 -1.77 -2.27 0.14
```

As for the structure (SMILES): C[C@@H]1[C@@H](Br)[C@@H]1C=O. The gap between HOMO and LUMO is 10.3405 eV.

Short version: arrangement Q is the most stable of them.

Arrangement P

Below is one molecule with the formula C4H7ClS, with properties calculated with ωB97M-V/def2-TZVPD.

XYZ file:
```
13
Properties=species:S:1:pos:R:3:lowdin_charge:R:1
S 2.60 -0.35 -0.40 0.70
C 0.97 -0.04 0.37 -0.62
C 0.16 1.11 0.01 -0.15
C -0.29 -0.24 -0.43 -0.41
C -1.47 -0.92 0.13 -0.50
Cl -2.98 0.02 -0.36 0.50
H 3.21 0.90 -0.21 -0.11
H 0.98 -0.45 1.37 0.10
H -0.37 1.56 0.80 0.10
H 0.37 1.71 -0.82 0.10
H -0.17 -0.45 -1.49 0.13
H -1.46 -0.90 1.23 0.08
H -1.55 -1.95 -0.20 0.08
```

As for the structure (SMILES): S[C@H]1C[C@@H]1CCl. The gap between HOMO and LUMO is 10.1413 eV.

Arrangement Q

Below is a 2-piece molecular cluster, C4H7ClS overall, with properties calculated with ωB97M-V/def2-TZVPD.

XYZ file:
```
13
Properties=species:S:1:pos:R:3:lowdin_charge:R:1
S 2.21 -0.25 -0.81 0.66
C 1.02 -0.33 -1.89 -1.12
Cl 0.24 -1.81 -2.46 0.55
H 0.86 0.62 -2.41 0.01
C -1.21 -0.04 -0.35 -0.10
C -0.58 -0.39 0.77 -0.26
C 0.10 0.63 1.69 -0.11
H -1.14 1.10 -0.57 0.11
H -1.68 -0.78 -0.97 0.02
H -0.50 -1.41 1.16 0.10
H -0.16 0.49 2.74 0.08
H -0.26 1.54 1.37 0.04
H 1.10 0.63 1.72 0.00
```

As for the structure (SMILES): S=CCl.C=CC. The gap between HOMO and LUMO is 8.5606 eV.

Short version: arrangement P is the most stable of them.

Arrangement P

Below is a 2-piece molecular cluster, C4H11NO3 overall, with properties calculated with ωB97M-V/def2-TZVPD.

XYZ file:
```
19
Properties=species:S:1:pos:R:3:lowdin_charge:R:1
C -0.86 -1.41 -1.26 -0.14
N 0.02 -0.27 -0.82 -0.10
C 0.26 -0.01 0.52 -0.46
C 1.33 -0.96 1.08 -0.22
O 1.73 -0.40 2.38 -0.19
C -0.86 0.10 1.55 -0.41
O -1.61 1.09 1.36 -0.18
H -0.32 -2.47 -1.28 0.10
H -1.87 -1.49 -0.86 0.06
H -1.06 -1.23 -2.28 0.03
H -0.58 0.47 -1.28 0.10
H 0.75 1.08 0.44 0.15
H 2.28 -1.03 0.47 0.11
H 0.99 -1.94 1.43 0.10
H 1.10 0.40 2.51 0.08
H -0.84 -0.42 2.39 0.01
H 0.20 2.89 -2.82 0.07
H -0.09 2.71 -1.38 -0.04
O -0.55 2.90 -2.15 -0.06
```

As for the expectation value of S²: 0.753. The total charge is -1. The spin multiplicity is 2. The gap between HOMO and LUMO (spin up / spin down) is 3.9397 / 6.9878 eV.

Arrangement Q

Below is a 4-piece molecular cluster, C4H11NO3 overall, with properties calculated with ωB97M-V/def2-TZVPD.

XYZ file:
```
19
Properties=species:S:1:pos:R:3:lowdin_charge:R:1
C -0.14 0.35 0.35 -0.19
C 0.29 1.65 0.27 -0.26
N 1.64 1.62 0.07 -0.01
C 2.08 0.33 0.07 -0.35
C 1.00 -0.50 0.22 -0.20
H -1.17 0.06 0.50 0.09
H -0.24 2.58 0.27 0.08
H 2.26 2.42 0.16 0.04
H 3.14 0.12 -0.06 0.04
H 1.10 -1.58 0.25 0.07
H -3.97 -2.01 -2.55 0.01
H -3.07 -1.23 -1.60 0.00
O -3.88 -1.75 -1.63 -0.11
H 1.76 -0.04 3.40 0.01
H 0.62 0.58 2.62 -0.01
O 1.01 0.56 3.52 -0.11
H -0.41 -2.06 -2.69 0.01
H -0.44 -0.79 -1.83 0.00
O -0.98 -1.34 -2.42 -0.12
```

As for the expectation value of S²: 0.750. The total charge is -1. The spin multiplicity is 2. The gap between HOMO and LUMO (spin up / spin down) is 2.6062 / 8.9798 eV.

Short version: arrangement Q is the most stable of them.